[1]
59
Properties=species:S:1:pos:R:3:forces:R:3:lowdin_charge:R:1 method="wB97M-V/def2-TZVPD" relative_energy_ev=2.601 multiplicity=1 total_energy_ev=-37445.6164 lumo_energy_ha=0.0052 smiles="COc1ccc(Nc2cc(C(=O)NCCCN3CCOCC3)c3ccccc3n2)cc1"
C 7.15360 3.70769 -5.23810 0.075 0.163 0.057 -0.10
H 7.56643 3.64214 -4.22595 -0.028 0.012 -0.028 0.09
O 6.56634 2.49442 -5.63691 -0.150 -0.274 -0.069 -0.09
C 5.51028 2.01682 -4.91485 -0.089 -0.025 0.070 -0.28
C 4.95270 2.63583 -3.80275 0.371 0.033 -0.366 -0.02
C 3.87849 2.06479 -3.14254 -0.164 -0.099 0.097 -0.01
C 3.33879 0.86119 -3.57976 0.384 0.392 -0.090 -0.24
C 3.90143 0.24025 -4.69739 0.018 0.112 0.077 -0.03
C 4.96897 0.80791 -5.35442 0.103 0.165 0.032 -0.01
H 5.40629 0.33189 -6.21750 0.043 -0.069 -0.103 0.12
H 3.49553 -0.69732 -5.05163 -0.041 -0.104 -0.046 0.11
N 2.25847 0.23434 -2.96606 -0.312 -0.635 -0.185 0.11
C 1.53033 0.59531 -1.87387 -0.178 0.395 0.479 -0.28
N 1.79732 1.70362 -1.22101 0.322 -0.334 -0.601 0.15
C 1.07518 2.01624 -0.12894 -0.554 -0.187 0.400 -0.21
C 1.41288 3.19255 0.57072 -0.081 0.038 0.159 -0.01
C 0.73594 3.54469 1.70584 0.135 0.051 -0.115 -0.08
C -0.29694 2.73543 2.19617 -0.201 -0.153 0.080 -0.08
C -0.65679 1.59262 1.53141 -0.033 0.125 0.218 -0.03
C 0.00100 1.21507 0.34754 0.285 0.245 -0.192 -0.11
C -0.30923 0.04828 -0.41041 0.596 -0.122 -0.391 -0.07
C 0.46286 -0.26839 -1.48906 -0.357 0.034 0.367 0.07
H 0.25388 -1.16154 -2.05964 -0.036 -0.112 -0.025 0.13
C -1.45474 -0.85723 -0.07006 -0.160 0.268 -0.166 -0.46
O -1.31856 -2.05643 0.07377 0.118 -0.251 -0.002 0.07
N -2.64446 -0.22083 -0.00524 -0.082 0.215 0.013 0.08
H -2.66184 0.78159 -0.11425 0.143 -0.077 -0.040 0.15
C -3.89185 -0.87118 0.32799 -0.301 -0.089 0.212 -0.17
C -4.33814 -0.54662 1.75566 0.315 -0.134 -0.029 -0.16
C -3.49838 -1.32183 2.77952 -0.328 0.213 -0.163 -0.20
N -3.84884 -2.73066 2.71098 0.052 -0.079 -0.087 -0.17
C -2.73450 -3.65574 2.58451 0.295 -0.135 0.290 -0.16
C -2.02188 -3.88246 3.92167 0.002 0.007 -0.349 -0.19
O -2.92679 -4.34514 4.90693 -0.035 -0.110 0.017 -0.14
C -3.99146 -3.43671 5.08494 -0.272 0.154 -0.130 -0.20
C -4.73735 -3.18380 3.76615 0.107 -0.104 0.290 -0.16
H -5.52923 -2.44783 3.91714 -0.075 -0.026 0.013 0.12
H -5.19017 -4.12288 3.43325 -0.081 0.031 0.087 0.12
H -4.65400 -3.88632 5.82676 -0.007 0.102 -0.010 0.12
H -3.60236 -2.48568 5.48537 -0.043 -0.072 0.000 0.12
H -1.25481 -4.65264 3.83164 0.036 0.088 -0.025 0.12
H -1.55188 -2.94560 4.26270 0.006 -0.062 -0.020 0.12
H -2.03808 -3.28624 1.83147 -0.034 -0.064 0.014 0.10
H -3.14581 -4.61014 2.24081 0.100 -0.035 -0.010 0.13
H -3.66812 -0.90013 3.77917 0.121 -0.035 -0.028 0.12
H -2.43928 -1.19577 2.54238 0.044 0.021 0.087 0.11
H -5.38338 -0.83317 1.87122 -0.081 0.038 0.059 0.11
H -4.25362 0.52830 1.93450 -0.078 0.093 -0.016 0.11
H -4.65341 -0.55476 -0.39083 0.078 -0.113 0.020 0.12
H -3.73407 -1.94761 0.24112 -0.110 0.078 -0.088 0.12
H -1.43799 0.96135 1.92981 -0.062 -0.011 0.041 0.10
H -0.80620 3.01437 3.10683 -0.046 -0.008 0.067 0.10
H 1.00256 4.44466 2.24035 0.044 0.075 0.019 0.10
H 2.22495 3.79142 0.18940 0.084 0.057 -0.056 0.11
H 1.98554 -0.64065 -3.39222 0.026 0.197 0.126 0.14
H 3.44853 2.54579 -2.28107 0.081 0.028 -0.068 0.08
H 5.34466 3.57021 -3.43330 0.054 0.084 0.012 0.10
H 7.96218 3.89033 -5.94434 -0.044 0.036 0.078 0.09
H 6.43902 4.53619 -5.28561 0.023 -0.029 0.020 0.09

[2]
64
Properties=species:S:1:pos:R:3:forces:R:3:lowdin_charge:R:1 method="wB97M-V/def2-TZVPD" relative_energy_ev=1.484 multiplicity=4 charge=+3 s2=3.80 total_energy_ev=-62530.2570 lumo_energy_ha="-0.3491 / -0.3941"
Re -0.24478 -0.89627 1.52033 -1.240 -0.062 0.034 1.31
N 0.29717 -5.16226 1.18285 -0.125 -0.142 0.032 0.15
C 0.41362 -3.84905 1.04337 0.224 0.891 0.336 -0.76
S 0.71818 -2.85921 2.51830 -0.061 0.511 -0.102 0.70
N 0.32659 -3.25227 -0.09881 -0.615 -0.949 -0.684 0.01
N 0.53115 -1.90229 -0.06080 0.678 0.668 -0.032 -0.19
C 1.57599 -1.41527 -0.72196 -0.196 -0.594 0.231 -0.12
C 2.44263 -2.22557 -1.55311 0.006 -0.029 -0.120 -0.16
C 3.83835 -2.11010 -1.38916 -0.154 0.004 0.124 -0.01
C 4.68551 -3.00352 -2.00980 0.116 -0.060 -0.054 -0.03
C 4.17186 -3.99202 -2.84212 -0.074 0.067 0.104 -0.01
C 2.79641 -4.09822 -3.03706 0.036 0.038 -0.079 -0.03
C 1.93646 -3.23201 -2.39766 -0.068 0.131 -0.018 -0.01
C 1.94157 -0.06820 -0.28013 0.030 0.248 -0.240 -0.20
C 2.84232 0.74859 -0.94208 -0.162 -0.073 0.002 0.03
C 3.23851 1.94198 -0.35319 -0.099 0.000 0.146 0.03
C 2.70931 2.28383 0.88272 0.084 0.001 -0.128 0.01
C 1.76675 1.45427 1.45749 -0.176 0.081 0.226 -0.08
N 1.36850 0.30622 0.89197 0.229 0.124 0.045 -0.07
H 0.43080 -5.61273 2.07294 -0.009 0.011 -0.001 0.12
H 0.15580 -5.74067 0.36732 0.066 0.005 -0.012 0.14
H 4.24677 -1.37528 -0.70942 0.065 -0.028 0.010 0.12
H 5.74974 -2.94781 -1.82845 0.017 0.047 -0.051 0.13
H 4.84140 -4.68363 -3.33442 0.016 -0.020 0.001 0.13
H 2.40320 -4.86745 -3.68679 -0.021 0.033 -0.046 0.13
H 0.87301 -3.30024 -2.56972 -0.024 -0.072 0.044 0.12
H 3.22801 0.44910 -1.90565 0.016 -0.056 0.014 0.14
H 3.95928 2.58272 -0.84264 -0.001 0.018 -0.013 0.14
H 3.01944 3.18297 1.39527 -0.040 0.013 0.032 0.14
H 1.32168 1.70356 2.41237 -0.021 0.042 -0.031 0.12
C -4.55689 2.24787 1.66377 -0.189 -0.131 0.311 0.00
N -3.60213 2.85366 0.75078 0.346 -0.037 -0.160 -0.11
C -3.66864 4.16245 0.35127 -0.180 0.286 0.053 0.01
C -2.69230 4.37090 -0.54556 0.143 -0.021 -0.103 0.01
N -2.00080 3.18202 -0.71260 -0.760 -0.672 0.917 0.04
C -2.57750 2.24080 0.13330 0.822 0.835 -0.771 -0.60
S -2.25601 0.56610 0.34198 0.724 -1.073 0.415 0.68
C -1.06164 2.99045 -1.78442 0.629 -0.014 -0.776 -0.25
C -0.64959 4.08596 -2.54003 -0.165 0.118 0.262 0.02
C 0.13003 3.85143 -3.65964 -0.008 0.100 0.012 -0.02
C 0.47242 2.55324 -3.99215 0.097 -0.232 -0.101 -0.03
C 0.04975 1.53704 -3.15391 0.019 0.211 -0.031 -0.13
N -0.68269 1.76197 -2.06917 -0.515 -0.286 0.708 0.10
H -5.48871 2.80480 1.60739 0.033 0.011 -0.042 0.11
H -4.19245 2.29235 2.69014 0.050 -0.003 -0.026 0.10
H -4.74440 1.21613 1.37995 0.017 0.057 -0.055 0.07
H -4.40854 4.84208 0.73565 -0.053 -0.017 -0.016 0.15
H -2.46018 5.26544 -1.09209 -0.046 -0.045 0.044 0.13
H -0.93363 5.09699 -2.28691 0.089 -0.029 -0.094 0.11
H 0.44399 4.68124 -4.27823 0.001 0.012 0.014 0.13
H 1.04103 2.32223 -4.88256 0.000 0.069 0.005 0.12
H 0.27068 0.49739 -3.36738 0.075 0.004 -0.012 0.11
N -0.78874 -0.10831 3.53811 0.299 0.008 -0.032 -0.10
C -1.79169 -1.02128 4.16271 -0.428 -0.363 -0.057 -0.21
C -2.84660 -1.36018 3.12385 0.126 0.237 0.415 -0.20
N -2.16084 -1.93801 1.93431 0.092 -0.059 -0.332 -0.14
H 0.02027 -0.06756 4.15850 -0.006 0.077 -0.006 0.12
H -1.17445 0.83503 3.51617 0.023 -0.009 -0.116 0.11
H -2.25581 -0.57442 5.04149 0.099 0.097 -0.017 0.14
H -1.27438 -1.92734 4.47818 0.054 0.071 0.025 0.11
H -3.36893 -0.45713 2.81014 0.006 -0.069 -0.080 0.09
H -3.57199 -2.05622 3.54484 0.008 -0.032 -0.116 0.15
H -2.77999 -1.87136 1.12328 -0.019 0.044 0.040 0.08
H -2.02385 -2.93492 2.09687 0.121 0.011 -0.048 0.10